{
  "formula": "H4O3Si",
  "method": "ωB97M-V with the def2-TZVPD basis set",
  "smiles": "O=[SiH]O.O",
  "relative_energy_kj_mol": 219.4,
  "e_tot_ha": -517.6545,
  "symbols": ["O", "O", "O", "Si", "H", "H", "H", "H"],
  "positions_angstrom": [[1.731, -1.526, 0.422], [-0.056, 0.486, 0.769], [-1.233, 2.340, -1.129], [0.226, -0.973, 0.537], [1.981, -2.443, 0.350], [-1.637, 2.052, -0.308], [-0.304, 2.127, -1.019], [-0.709, -2.063, 0.378]]
}